A structure of composition C18H52BBrGaO19P4S in a non-equilibrium geometry, computed with ωB97M-V/def2-TZVPD.

Geometry as XYZ:
```
97
Properties=species:S:1:pos:R:3
C 4.424 3.009 -4.132
C 3.725 2.396 -2.900
B 3.011 3.561 -2.091
O 3.878 4.516 -1.533
Ga 0.937 3.788 -1.758
C -0.304 2.611 -2.871
Br -0.074 0.713 -2.332
C -1.784 2.967 -2.714
C -2.659 2.509 -3.880
S 0.454 5.994 -2.511
C 0.984 6.042 -4.242
O -0.960 6.391 -2.518
O 1.358 6.916 -1.807
H 4.851 3.985 -3.886
H 5.247 2.389 -4.491
H 3.716 3.179 -4.946
H 4.509 1.978 -2.254
H 3.043 1.602 -3.200
H 3.662 5.384 -1.894
H 0.583 3.621 -0.220
H -0.073 2.616 -3.939
H -2.165 2.502 -1.801
H -1.896 4.047 -2.580
H -2.473 3.109 -4.775
H -2.497 1.453 -4.109
H -3.720 2.621 -3.637
H 0.460 6.825 -4.786
H 2.065 6.165 -4.265
H 0.750 5.061 -4.661
C -0.362 1.178 3.690
O -1.795 1.093 3.713
P -2.592 1.219 2.338
O -4.034 1.078 2.545
O -1.905 0.184 1.364
C -2.020 -1.208 1.670
O -2.078 2.545 1.667
C -2.713 3.786 2.003
H 0.041 0.291 4.177
H 0.026 1.237 2.674
H -0.056 2.066 4.241
H -2.844 -1.401 2.359
H -1.083 -1.556 2.108
H -2.199 -1.739 0.739
H -1.942 4.542 2.127
H -3.293 3.706 2.923
H -3.372 4.080 1.188
C 0.500 -7.183 3.608
O 0.662 -5.935 2.931
P 1.103 -4.638 3.745
O 1.243 -3.481 2.868
O 2.364 -5.075 4.587
C 3.559 -5.388 3.841
O 0.054 -4.492 4.925
C -1.169 -3.812 4.604
H 1.117 -7.926 3.103
H 0.799 -7.120 4.654
H -0.546 -7.481 3.550
H 3.526 -4.967 2.838
H 3.670 -6.466 3.770
H 4.404 -4.966 4.379
H -1.986 -4.331 5.100
H -1.348 -3.797 3.529
H -1.113 -2.788 4.968
C 5.878 -9.708 -0.904
O 5.208 -9.056 0.180
P 5.688 -7.614 0.657
O 4.855 -7.115 1.747
O 5.760 -6.728 -0.646
C 4.521 -6.402 -1.302
O 7.236 -7.751 0.950
C 7.633 -8.230 2.244
H 5.133 -9.981 -1.649
H 6.628 -9.066 -1.364
H 6.358 -10.610 -0.527
H 3.671 -6.531 -0.632
H 4.402 -7.039 -2.177
H 4.576 -5.363 -1.611
H 8.465 -8.915 2.099
H 6.818 -8.749 2.748
H 7.952 -7.387 2.852
C -8.512 6.399 -1.815
O -7.444 6.732 -0.927
P -6.176 5.766 -0.820
O -5.177 6.281 0.109
O -5.698 5.522 -2.305
C -5.116 6.632 -3.008
O -6.768 4.334 -0.502
C -7.021 3.997 0.872
H -8.685 7.247 -2.476
H -8.283 5.519 -2.416
H -9.410 6.209 -1.230
H -4.779 7.405 -2.318
H -5.854 7.044 -3.698
H -4.261 6.257 -3.562
H -7.969 3.465 0.908
H -7.076 4.886 1.499
H -6.224 3.349 1.233
```

Computed properties:
Charge   -1
E_HOMO   -4.60 eV
F_max   0.022 Eh/bohr
ΔE to the lowest compared entry with this formula, charge and spin   0.000 eV